No. 1
Computed, not measured: a molecular structure, C3H7NOS in a non-equilibrium geometry, with ωB97M-V with the def2-TZVPD basis set.

The geometry in XYZ format:
```
13
C3H7NOS, DFT ωB97M-V with the def2-TZVPD basis set
C 2.20861 -0.03724 0.58110
C 1.51730 -0.56240 -0.47619
C -0.88838 -1.18878 -0.19946
H 3.38026 0.34572 0.36011
H 2.45443 -0.97987 1.37944
H 1.34882 0.94798 1.10513
H 1.58299 -1.74492 -0.25573
H 1.81033 -0.19250 -1.61066
H -1.72548 1.35917 1.32869
H -0.54187 -2.28383 -0.54716
N -0.01034 -0.11340 -0.37802
O -1.90881 -1.19061 0.42094
S -0.62449 1.47484 -0.11962
```

The value obtained for the LUMO energy is -0.0114 hartree. For the total energy, the calculation gives -646.4848 Eh. For the frontier orbital gap, the calculation gives 8.768 eV.

---

No. 2
Computed, not measured: 2 unconnected molecules or ions with the total composition C3H7NOS in a non-equilibrium geometry, with ωB97M-V with the def2-TZVPD basis set.

The geometry in XYZ format:
```
13
C3H7NOS, DFT ωB97M-V with the def2-TZVPD basis set
C -0.89079 1.52826 0.25739
C 0.59252 -0.99217 -1.10173
C 1.21645 -0.19841 0.01355
N -0.45561 0.46378 0.95858
O -0.34275 2.04954 -0.66215
S -1.12687 -0.34128 2.25316
H -1.92736 1.83258 0.52882
H 1.22390 -0.87667 -2.09070
H 0.47221 -2.04778 -0.83794
H -0.45825 -0.45770 -1.25903
H 1.79954 -0.53231 0.92468
H 1.66463 0.72063 -0.43484
H -1.76760 -1.14845 1.45020
```

The value obtained for the LUMO energy is 0.0140 hartree. For the total energy, the calculation gives -646.5868 Eh. For the frontier orbital gap, the calculation gives 9.582 eV.

---

No. 3
Computed, not measured: C3H7NOS in the gas phase in a non-equilibrium geometry, with ωB97M-V with the def2-TZVPD basis set.

The geometry in XYZ format:
```
13
C3H7NOS, DFT ωB97M-V with the def2-TZVPD basis set
O 2.64396 -0.96451 -0.40784
C 1.71200 0.02259 -0.30871
C 0.63667 -0.18112 0.44595
C -0.45152 0.79096 0.47911
N -1.50181 0.47521 -0.61380
S -2.28639 -0.91114 -0.12930
H 2.21349 -1.71729 0.11545
H 1.81944 0.84767 -1.02642
H 0.37068 -1.12078 0.88189
H -0.94963 0.96724 1.46681
H -0.05226 1.81834 0.15540
H -0.83385 0.27382 -1.29870
H -3.32076 -0.30100 0.24016
```

The value obtained for the LUMO energy is 0.0304 hartree. For the total energy, the calculation gives -646.6071 Eh. For the frontier orbital gap, the calculation gives 9.476 eV. The structure (SMILES) is O/C=C/CNS.

---

No. 4
Computed, not measured: C3H7NOS in the gas phase in a non-equilibrium geometry, with ωB97M-V with the def2-TZVPD basis set.

The geometry in XYZ format:
```
13
C3H7NOS, DFT ωB97M-V with the def2-TZVPD basis set
C -2.67859 0.11926 -0.44683
N -1.68999 -0.39976 0.22942
O -0.37114 -0.56145 -0.56999
C 0.60484 -1.25515 0.15861
S 2.29035 -0.54684 -0.38183
C 1.88046 1.08819 0.05171
H -2.53852 0.82213 -1.21054
H -3.54639 0.30748 0.46354
H 0.23276 -1.20798 1.20530
H 0.77519 -2.42534 -0.12798
H 1.96226 1.08250 1.30174
H 2.45293 2.04808 -0.31823
H 0.62584 0.92888 -0.35493
```

The value obtained for the LUMO energy is 0.0135 hartree. For the total energy, the calculation gives -646.4792 Eh. For the frontier orbital gap, the calculation gives 8.787 eV. The structure (SMILES) is C=NOCSC.

---

No. 5
Computed, not measured: a molecular structure, C3H7NOS in a non-equilibrium geometry, with ωB97M-V with the def2-TZVPD basis set.

The geometry in XYZ format:
```
13
C3H7NOS, DFT ωB97M-V with the def2-TZVPD basis set
C 1.27744 -0.64748 1.17152
C -0.66046 0.53072 0.14994
C -1.47410 0.89938 -1.12827
H 1.81724 0.18548 1.68817
H 0.54335 -1.52045 1.65781
H 2.05042 -1.38929 0.81126
H 0.21099 -0.99579 -0.48318
H -0.50049 1.54418 0.62440
H -1.24984 -0.13671 0.98302
H 0.34934 -0.40155 -1.71387
N 0.63412 -0.24285 -0.06134
O -2.61938 1.29506 -1.11012
S -0.37862 0.87929 -2.58933
```

The value obtained for the LUMO energy is 0.0173 hartree. For the total energy, the calculation gives -646.5660 Eh. For the frontier orbital gap, the calculation gives 9.798 eV.

---

No. 6
Computed, not measured: 2 unconnected molecules or ions with the total composition C3H7NOS in a non-equilibrium geometry, with ωB97M-V with the def2-TZVPD basis set.

The geometry in XYZ format:
```
13
C3H7NOS, DFT ωB97M-V with the def2-TZVPD basis set
C 2.12637 0.44909 -0.09315
C 0.84092 -0.13425 -0.47726
N -0.33277 0.28472 -0.10386
O -0.36994 1.30714 0.80131
H 2.65362 -0.37992 0.52407
H 1.83702 1.35092 0.49476
H 2.95098 0.71774 -0.85456
H 0.63620 -1.03016 -1.03996
H -1.33938 1.34706 1.08221
C -2.04277 -0.99896 -0.08455
S -3.44302 -0.09890 -0.04910
H -1.79747 -1.50637 -1.09000
H -1.71974 -1.30810 0.89009
```

The value obtained for the LUMO energy is 0.0157 hartree. For the total energy, the calculation gives -646.5500 Eh. For the frontier orbital gap, the calculation gives 8.492 eV. The structure (SMILES) is C/C=N\O.C=S.

---

No. 7
Computed, not measured: 2 unconnected molecules or ions with the total composition C3H7NOS2 in a non-equilibrium geometry, with ωB97M-V with the def2-TZVPD basis set.

The geometry in XYZ format:
```
14
C3H7NOS2, DFT ωB97M-V with the def2-TZVPD basis set
O 1.97195 -0.03051 -0.57321
C 0.77332 -0.31324 0.02886
C -0.14296 -1.03834 -0.65956
N -1.26904 -1.62355 -0.17731
S -1.58777 -1.61208 1.52864
H 2.03693 -0.22852 -1.53031
H 0.76477 -0.23652 1.11136
H 0.15022 -1.18484 -1.79906
H -1.52782 -2.40633 -0.68001
H -2.08220 -0.26484 1.54798
C -0.87391 1.37801 -0.50931
S -0.00771 2.18461 -1.72447
H -0.78486 1.84535 0.40922
H -1.83118 0.74451 -0.68023
```

The value obtained for the LUMO energy is 0.0044 hartree. For the total energy, the calculation gives -1044.7365 Eh. For the frontier orbital gap, the calculation gives 7.924 eV. The structure (SMILES) is O/C=C/NS.C=S.

---

No. 8
Computed, not measured: C3H7NOS2 in the gas phase in a non-equilibrium geometry, with ωB97M-V with the def2-TZVPD basis set.

The geometry in XYZ format:
```
14
C3H7NOS2, DFT ωB97M-V with the def2-TZVPD basis set
N -1.45230 -1.22574 -1.25294
C -1.47424 -1.14555 0.13647
O -2.38459 -1.38871 0.86851
C -0.04560 -0.78919 0.68158
C 0.23266 0.79010 0.41186
S 1.95679 1.15416 1.08308
S 2.25183 2.92007 -0.08959
H -0.68676 -1.02800 -1.78548
H -2.07538 -1.92953 -1.62019
H 0.80257 -1.37151 0.18938
H -0.14742 -0.84024 1.82144
H 0.24962 1.02474 -0.61943
H -0.43701 1.41582 1.03578
H 3.20984 2.41359 -0.86046
```

The value obtained for the LUMO energy is 0.0090 hartree. For the total energy, the calculation gives -1044.8732 Eh. For the frontier orbital gap, the calculation gives 9.326 eV. The structure (SMILES) is NC(=O)CCSS.